{
  "formula": "C40H31Br3F4N7OP2Ru",
  "method": "ωB97M-V/def2-TZVPD",
  "symbols": ["Ru", "C", "N", "C", "C", "N", "C", "P", "C", "N", "C", "C", "N", "C", "C", "N", "C", "C", "N", "C", "H", "H", "H", "H", "H", "H", "H", "H", "H", "H", "H", "H", "H", "H", "H", "C", "C", "C", "C", "C", "C", "Br", "C", "C", "Br", "C", "O", "C", "N", "H", "H", "H", "H", "H", "H", "F", "C", "C", "F", "C", "F", "C", "P", "C", "C", "C", "C", "C", "C", "C", "C", "C", "C", "C", "C", "C", "Br", "C", "F", "H", "H", "H", "H", "H", "H", "H", "H", "H", "H"],
  "coordinates": [[0.230, 0.086, -0.658], [-0.717, 5.634, -1.763], [-0.983, 4.222, -1.757], [-2.178, 3.647, -2.032], [-2.002, 2.293, -1.911], [-0.723, 2.049, -1.543], [-0.115, 3.230, -1.452], [1.671, 3.545, -1.162], [2.247, 2.187, -2.248], [1.822, 0.929, -2.282], [2.468, 0.329, -3.307], [3.303, 1.234, -3.906], [3.153, 2.400, -3.232], [3.843, 3.629, -3.519], [1.893, 2.665, 0.430], [1.830, 1.352, 0.625], [2.196, 1.135, 1.913], [2.491, 2.334, 2.504], [2.298, 3.290, 1.562], [2.418, 4.708, 1.776], [-1.347, 6.119, -2.507], [-0.913, 6.073, -0.783], [0.327, 5.806, -2.021], [-3.041, 4.225, -2.296], [-2.699, 1.498, -2.093], [2.303, -0.697, -3.571], [3.978, 1.126, -4.732], [4.502, 3.472, -4.371], [3.129, 4.416, -3.768], [4.444, 3.947, -2.665], [2.256, 0.145, 2.322], [2.826, 2.557, 3.497], [2.871, 4.891, 2.750], [3.038, 5.169, 1.007], [1.430, 5.170, 1.760], [3.173, -1.758, -0.546], [2.188, -2.552, -1.332], [2.538, -3.804, -1.867], [1.612, -4.539, -2.562], [0.313, -4.025, -2.741], [-0.744, -4.719, -3.396], [-0.474, -6.456, -4.084], [-1.995, -4.140, -3.531], [-2.236, -2.865, -3.051], [-3.917, -2.040, -3.230], [-1.238, -2.093, -2.381], [-1.467, -0.948, -1.932], [0.058, -2.736, -2.218], [0.983, -2.043, -1.528], [3.910, -1.320, -1.223], [3.710, -2.393, 0.157], [2.657, -0.948, -0.013], [3.538, -4.175, -1.715], [1.864, -5.504, -2.972], [-2.790, -4.689, -4.014], [-2.686, 2.255, 6.534], [-2.298, 1.646, 5.428], [-2.300, 0.253, 5.341], [-2.689, -0.480, 6.372], [-1.893, -0.366, 4.162], [-1.920, -1.696, 4.097], [-1.470, 0.355, 3.048], [-0.993, -0.516, 1.487], [-2.653, -1.137, 1.052], [-3.197, -2.336, 1.507], [-4.493, -2.666, 1.146], [-5.235, -1.827, 0.330], [-4.694, -0.631, -0.116], [-3.409, -0.282, 0.250], [-0.054, -1.970, 2.035], [-0.127, -3.101, 1.218], [0.584, -4.238, 1.552], [1.365, -4.256, 2.697], [1.460, -3.127, 3.496], [0.768, -1.977, 3.162], [-1.521, 1.741, 3.148], [-1.133, 2.835, 1.678], [-1.905, 2.385, 4.316], [-1.903, 3.714, 4.347], [-2.629, -3.006, 2.137], [-4.925, -3.585, 1.512], [-6.236, -2.105, 0.041], [-5.275, 0.024, -0.747], [-2.973, 0.653, -0.083], [-0.781, -3.091, 0.351], [0.506, -5.121, 0.935], [1.886, -5.157, 2.979], [2.060, -3.150, 4.392], [0.832, -1.107, 3.805]],
  "atomic_forces_ev_per_a": [[0.2, 1.7, -1.5], [0.2, 0.8, 0.0], [0.1, -0.5, 0.1], [-0.4, -0.4, -0.2], [-0.3, 0.2, -0.1], [0.9, -0.5, 1.4], [0.4, 0.0, 0.0], [-0.4, -0.9, 0.1], [-0.1, 0.2, 0.2], [-1.0, -0.3, 0.7], [0.3, 0.0, -0.3], [0.0, -0.5, -0.1], [-0.3, -0.4, 0.2], [0.3, 0.7, -0.1], [0.1, 0.1, -0.4], [-1.3, -0.5, -0.9], [0.1, 0.1, 0.3], [0.0, -0.5, 0.2], [0.1, -0.6, -0.3], [0.0, 0.8, 0.0], [0.0, 0.0, 0.0], [0.0, 0.0, -0.1], [-0.1, 0.1, 0.0], [-0.1, 0.1, -0.1], [-0.1, -0.1, 0.0], [0.0, -0.1, 0.0], [0.1, 0.0, -0.1], [0.0, 0.0, 0.1], [0.1, 0.0, 0.0], [0.0, 0.0, -0.1], [0.0, -0.1, 0.1], [0.0, 0.1, 0.1], [0.0, -0.1, -0.1], [0.0, -0.1, 0.1], [0.0, 0.0, 0.0], [-0.1, 0.2, 0.2], [0.1, -0.1, 0.0], [-0.2, 0.0, -0.1], [0.1, 0.2, 0.1], [0.3, 0.6, 0.3], [-0.1, -0.4, -0.3], [-0.1, 0.6, 0.2], [-0.2, 0.1, 0.0], [-0.7, 0.2, -0.2], [0.4, -0.4, -0.1], [0.1, 0.1, 0.3], [1.2, 0.5, 0.6], [0.3, -0.5, -0.1], [-0.2, 0.6, 1.0], [0.0, 0.1, 0.0], [0.0, 0.0, 0.0], [0.3, -0.2, -0.1], [0.1, -0.1, 0.0], [0.0, -0.1, 0.0], [0.0, 0.0, 0.0], [0.1, -0.1, -0.1], [0.0, -0.1, -0.3], [0.1, 0.1, -0.1], [0.0, 0.1, -0.1], [0.1, 0.1, -0.1], [-0.2, 0.0, 0.4], [0.4, 0.3, -0.2], [-0.1, -0.6, -1.1], [0.2, 0.0, -0.1], [0.0, 0.2, -0.1], [-0.1, -0.1, 0.0], [0.0, 0.0, 0.0], [-0.1, 0.0, 0.1], [0.1, -0.1, 0.1], [0.1, 0.1, 0.0], [0.0, 0.3, 0.2], [0.0, -0.1, 0.0], [0.0, 0.0, 0.0], [0.1, -0.1, 0.0], [-0.2, 0.0, -0.2], [0.0, 0.1, 0.3], [0.0, 0.2, -0.1], [0.0, -0.2, -0.2], [-0.1, -0.1, 0.3], [0.0, 0.0, 0.0], [0.0, -0.1, 0.0], [-0.1, 0.0, 0.0], [-0.1, 0.1, -0.1], [0.0, 0.0, 0.0], [0.1, -0.1, 0.1], [0.0, -0.1, -0.1], [0.1, -0.1, 0.0], [0.1, 0.0, 0.1], [0.0, 0.0, 0.0]],
  "spin_multiplicity": 2,
  "total_charge": 2,
  "s2": 0.78,
  "energy_ha": -10900.0647,
  "homo_energy_ev": [-13.16, -13.36],
  "mol_weight_g_mol": 1104.46
}

{
  "formula": "C40H31ClMoN5O8",
  "method": "ωB97M-V/def2-TZVPD",
  "symbols": ["Mo", "Cl", "C", "C", "C", "C", "O", "C", "C", "O", "C", "H", "H", "H", "H", "C", "C", "C", "C", "C", "C", "N", "C", "C", "C", "C", "C", "C", "C", "O", "O", "C", "C", "H", "H", "H", "H", "H", "H", "H", "H", "H", "H", "H", "H", "H", "H", "C", "C", "N", "C", "C", "C", "C", "C", "C", "C", "C", "N", "C", "N", "H", "H", "H", "H", "H", "H", "H", "H", "H", "O", "C", "O", "C", "C", "C", "C", "C", "C", "N", "O", "O", "H", "H", "H", "H"],
  "coordinates": [[0.711, -0.996, 1.159], [-5.883, -0.913, 4.124], [-4.451, -0.896, 3.174], [-4.498, -0.356, 1.885], [-3.351, -0.311, 1.116], [-2.138, -0.764, 1.630], [-1.000, -0.665, 0.943], [-2.085, -1.339, 2.944], [-0.848, -1.801, 3.457], [0.239, -1.693, 2.763], [-3.278, -1.401, 3.694], [-5.429, 0.034, 1.503], [-3.377, 0.100, 0.117], [-0.788, -2.240, 4.456], [-3.256, -1.832, 4.681], [-4.389, 6.757, -0.648], [-2.902, 6.598, -0.616], [-2.095, 7.723, -0.519], [-0.717, 7.608, -0.495], [-0.132, 6.361, -0.581], [-0.924, 5.220, -0.690], [-0.279, 3.963, -0.771], [-0.372, 3.097, -1.803], [-0.872, 3.511, -3.055], [-0.977, 2.630, -4.103], [-0.572, 1.300, -3.971], [-0.039, 0.876, -2.777], [0.069, 1.747, -1.683], [0.563, 1.219, -0.420], [0.562, 1.856, 0.641], [1.002, -0.019, -0.378], [-2.321, 5.326, -0.684], [-3.195, 4.109, -0.695], [-4.655, 7.808, -0.604], [-4.866, 6.246, 0.187], [-4.805, 6.337, -1.563], [-2.551, 8.700, -0.455], [-0.102, 8.490, -0.416], [0.942, 6.262, -0.579], [0.187, 3.601, 0.062], [-1.156, 4.546, -3.176], [-1.375, 2.971, -5.046], [-0.663, 0.613, -4.796], [0.296, -0.145, -2.656], [-3.811, 4.078, -1.592], [-3.865, 4.132, 0.162], [-2.611, 3.195, -0.643], [2.175, -5.739, 0.945], [2.011, -4.405, 1.267], [0.845, -3.779, 1.134], [-0.189, -4.442, 0.650], [-0.116, -5.780, 0.250], [1.097, -6.436, 0.418], [-1.279, -6.444, -0.342], [-1.948, -5.997, -1.410], [-1.595, -4.822, -2.197], [-2.383, -4.422, -3.281], [-2.009, -3.256, -3.930], [-0.938, -2.559, -3.577], [-0.222, -3.049, -2.580], [-0.501, -4.124, -1.878], [3.123, -6.227, 1.098], [2.827, -3.811, 1.657], [-1.128, -3.904, 0.608], [1.205, -7.470, 0.129], [-1.581, -7.373, 0.125], [-2.815, -6.536, -1.770], [-3.245, -4.993, -3.585], [-2.584, -2.861, -4.757], [0.683, -2.516, -2.303], [3.592, -1.277, -0.494], [3.577, -1.163, 0.708], [2.425, -1.301, 1.351], [4.769, -0.886, 1.551], [4.658, -0.745, 2.936], [5.783, -0.506, 3.708], [7.025, -0.382, 3.106], [7.124, -0.506, 1.727], [6.015, -0.772, 0.941], [8.419, -0.332, 1.085], [8.481, -0.556, -0.099], [9.333, 0.031, 1.785], [3.683, -0.822, 3.406], [5.695, -0.416, 4.779], [7.918, -0.176, 3.677], [6.123, -0.891, -0.126]],
  "atomic_forces_ev_per_a": [[2.3, -0.4, -1.9], [-0.1, 0.0, 0.1], [0.2, -0.1, 0.2], [0.4, -0.2, 0.1], [0.3, 0.1, -0.2], [-0.6, -0.3, 0.9], [-5.5, 0.8, -0.4], [-0.3, 0.4, -0.9], [0.9, 0.2, -0.6], [-3.3, -1.7, 5.7], [0.1, 0.1, -0.2], [-0.1, 0.0, 0.0], [0.1, 0.1, 0.0], [0.2, 0.1, -0.2], [-0.1, 0.0, 0.2], [0.0, 0.0, 0.0], [0.1, 0.1, 0.0], [0.1, -0.1, 0.0], [0.0, 0.0, 0.1], [-0.1, -0.2, -0.1], [-0.1, 0.5, -0.1], [0.3, -0.3, 0.7], [0.2, -0.3, -0.3], [0.0, 0.0, 0.1], [0.0, 0.0, 0.2], [0.1, -0.2, 0.0], [-0.1, 0.1, -0.2], [0.0, -0.1, 0.1], [-0.2, 2.0, 0.2], [0.1, -0.3, 0.0], [0.5, 0.2, -2.8], [0.3, 0.0, 0.1], [0.0, 0.0, 0.0], [-0.1, 0.1, 0.0], [-0.1, 0.0, 0.1], [-0.1, 0.0, -0.1], [-0.1, 0.1, 0.0], [0.1, 0.1, 0.0], [0.1, -0.1, 0.0], [-0.3, 0.2, -0.3], [-0.1, 0.1, 0.0], [0.0, 0.1, -0.1], [0.0, -0.1, -0.1], [0.0, 0.0, -0.1], [-0.1, -0.1, -0.1], [-0.1, 0.0, 0.1], [0.0, 0.0, 0.0], [0.0, 0.2, 0.1], [0.3, -0.4, 0.0], [-0.2, 0.6, -0.3], [0.1, -0.5, 0.4], [0.4, 0.1, 0.4], [-0.4, 0.3, 0.1], [-0.3, 0.0, -0.3], [0.0, -0.3, 0.4], [-0.1, 0.6, -0.7], [0.3, 0.0, 0.3], [-0.1, -0.2, 0.0], [0.1, 0.4, -0.3], [0.0, 0.1, -0.1], [0.0, -0.2, -0.1], [0.1, 0.0, 0.0], [0.1, 0.0, 0.0], [-0.1, 0.0, -0.1], [0.0, -0.1, 0.0], [-0.1, -0.1, 0.0], [0.0, -0.1, 0.1], [-0.1, 0.0, 0.0], [-0.1, 0.0, -0.1], [0.0, 0.1, 0.0], [0.2, 0.0, 0.9], [2.1, 0.1, -1.9], [3.3, -0.8, 1.2], [0.0, 0.0, 0.4], [-0.1, -0.1, -0.2], [0.0, 0.0, -0.1], [0.1, 0.1, -0.2], [-1.0, -0.1, 0.4], [0.1, 0.0, -0.1], [0.1, 0.0, -0.1], [0.1, -0.1, -0.4], [0.4, 0.1, 0.2], [0.1, 0.0, 0.0], [0.0, 0.0, 0.1], [0.0, 0.0, 0.0], [0.0, 0.0, -0.1]],
  "spin_multiplicity": 3,
  "total_charge": 1,
  "s2": 2.03,
  "energy_ha": -2946.6521,
  "homo_energy_ev": [-9.75, -9.75],
  "mol_weight_g_mol": 841.11
}

{
  "formula": "C40H31F5N5O3P2PtSe2",
  "method": "ωB97M-V/def2-TZVPD",
  "symbols": ["Pt", "Se", "P", "C", "C", "C", "C", "C", "C", "C", "C", "C", "C", "C", "C", "C", "C", "N", "N", "N", "P", "Se", "C", "C", "C", "C", "C", "C", "C", "C", "C", "C", "C", "C", "H", "H", "H", "H", "H", "H", "H", "H", "H", "H", "H", "H", "H", "H", "H", "H", "H", "H", "H", "H", "F", "C", "C", "C", "F", "C", "F", "C", "F", "C", "F", "C", "C", "C", "C", "C", "C", "O", "N", "C", "O", "N", "C", "O", "H", "H", "H", "H", "H", "H", "H", "H", "H", "H", "H"],
  "coordinates": [[-0.085, 2.659, -1.195], [1.675, -2.886, 1.990], [-0.334, -2.621, 1.368], [-1.466, -2.750, 2.754], [-1.203, -1.993, 3.897], [-2.050, -2.084, 4.986], [-3.147, -2.939, 4.942], [-3.398, -3.703, 3.813], [-2.558, -3.611, 2.711], [-0.850, -3.814, 0.124], [-0.521, -5.154, 0.339], [-0.905, -6.111, -0.584], [-1.605, -5.735, -1.725], [-1.939, -4.406, -1.935], [-1.566, -3.441, -1.007], [-0.586, -0.962, 0.670], [0.046, -0.220, -0.308], [-0.569, 0.986, -0.269], [-1.520, 1.010, 0.641], [-1.538, -0.165, 1.227], [1.252, -0.493, -1.571], [1.771, 1.471, -2.403], [2.732, -1.162, -0.830], [3.129, -0.488, 0.330], [4.325, -0.811, 0.940], [5.120, -1.817, 0.412], [4.734, -2.487, -0.741], [3.550, -2.155, -1.376], [0.399, -1.404, -2.873], [0.913, -2.467, -3.608], [0.159, -3.023, -4.635], [-1.094, -2.518, -4.936], [-1.610, -1.451, -4.206], [-0.866, -0.891, -3.185], [-0.336, -1.347, 3.925], [-1.858, -1.495, 5.874], [-3.807, -3.012, 5.797], [-4.248, -4.372, 3.787], [-2.757, -4.201, 1.826], [0.035, -5.434, 1.226], [-0.658, -7.151, -0.414], [-1.899, -6.485, -2.449], [-2.498, -4.116, -2.815], [-1.856, -2.409, -1.155], [2.497, 0.280, 0.756], [4.633, -0.281, 1.831], [6.047, -2.083, 0.904], [5.361, -3.263, -1.157], [3.278, -2.676, -2.276], [1.891, -2.869, -3.414], [0.565, -3.849, -5.203], [-1.670, -2.948, -5.746], [-2.592, -1.058, -4.435], [-1.264, -0.046, -2.634], [-3.097, 2.356, -1.754], [-2.486, 2.624, -2.910], [-1.110, 2.855, -2.913], [-0.523, 3.086, -4.160], [0.779, 3.369, -4.271], [-1.254, 3.072, -5.330], [-0.667, 3.293, -6.499], [-2.618, 2.825, -5.279], [-3.323, 2.791, -6.397], [-3.244, 2.612, -4.061], [-4.552, 2.381, -4.021], [0.479, 1.670, 3.530], [-0.092, 3.085, 3.596], [0.619, 4.086, 2.658], [0.064, 5.508, 2.879], [0.721, 6.554, 1.982], [2.094, 4.081, 2.998], [2.510, 4.443, 4.071], [2.953, 3.616, 2.021], [2.631, 3.103, 0.763], [3.500, 2.650, 0.065], [1.283, 3.179, 0.404], [0.349, 3.670, 1.239], [-0.808, 3.733, 0.771], [-0.057, 1.024, 4.224], [1.535, 1.648, 3.811], [0.376, 1.236, 2.533], [0.010, 3.472, 4.609], [-1.150, 3.074, 3.330], [0.232, 5.759, 3.926], [-1.010, 5.477, 2.694], [1.796, 6.618, 2.167], [0.297, 7.538, 2.173], [0.566, 6.329, 0.923], [3.939, 3.633, 2.240]],
  "atomic_forces_ev_per_a": [[2.5, 0.3, 0.6], [-0.4, 0.0, -0.1], [1.0, -0.5, 0.4], [-0.2, 0.1, -0.1], [-0.1, -0.1, 0.0], [0.0, 0.0, 0.0], [0.0, 0.0, 0.0], [0.0, 0.0, 0.0], [0.0, 0.2, 0.0], [-0.1, 0.1, -0.1], [0.0, 0.0, -0.1], [0.0, 0.0, 0.0], [0.0, 0.0, 0.0], [0.0, 0.1, 0.0], [-0.1, -0.1, 0.1], [-0.4, 0.0, 0.1], [0.3, 0.1, -0.1], [-0.4, 0.6, -0.1], [0.0, -0.1, 0.3], [0.1, 0.4, -0.6], [0.3, -1.0, -0.1], [-0.9, 0.6, 0.2], [0.2, 0.2, -0.2], [0.0, 0.0, -0.2], [0.0, 0.1, 0.0], [0.0, 0.0, 0.0], [-0.1, 0.0, 0.0], [-0.1, 0.1, 0.1], [0.0, 0.0, 0.0], [-0.1, 0.1, 0.0], [0.1, 0.0, 0.0], [0.0, 0.0, 0.0], [0.0, 0.0, 0.0], [0.0, 0.0, 0.0], [0.0, 0.0, 0.0], [0.0, 0.0, 0.0], [0.0, 0.0, 0.0], [0.0, 0.0, 0.0], [0.0, 0.0, 0.0], [0.0, 0.0, 0.0], [0.0, 0.0, 0.0], [0.0, 0.0, 0.0], [0.0, 0.0, 0.0], [0.0, 0.0, 0.0], [0.0, 0.0, 0.0], [0.0, 0.0, 0.0], [0.0, 0.0, 0.0], [0.0, 0.0, 0.0], [0.0, 0.0, 0.0], [0.0, -0.1, 0.0], [0.0, 0.0, 0.0], [0.0, 0.0, 0.0], [0.0, 0.0, 0.0], [-0.1, 0.0, 0.0], [0.0, 0.0, 0.0], [0.0, 0.1, 0.1], [-0.7, -0.8, 0.1], [0.0, 0.0, 0.1], [0.0, 0.0, 0.1], [-0.1, 0.1, -0.1], [0.0, 0.0, 0.1], [-0.1, -0.1, -0.2], [0.1, 0.1, 0.1], [-0.2, 0.0, 0.0], [0.1, 0.0, 0.0], [0.0, 0.1, 0.0], [0.1, -0.3, 0.0], [-0.2, 0.2, 0.0], [0.1, 0.1, -0.1], [0.0, -0.1, 0.0], [0.1, 0.0, 0.1], [-0.1, 0.0, -0.2], [-0.2, 0.0, -0.2], [0.1, 0.1, 0.4], [-0.1, -0.1, -0.2], [-0.6, -0.3, 0.4], [0.4, 0.0, 0.1], [-0.2, -0.2, -0.9], [0.0, 0.0, 0.0], [0.0, 0.0, 0.0], [0.0, 0.0, 0.0], [0.0, 0.1, 0.0], [0.0, 0.0, 0.0], [0.0, 0.0, 0.0], [0.0, 0.0, 0.1], [0.0, 0.0, 0.0], [0.0, 0.0, 0.0], [0.0, 0.0, 0.0], [0.0, -0.1, 0.0]],
  "total_charge": 1,
  "energy_ha": -8146.3434,
  "homo_energy_ev": [-10.26, -10.26],
  "relative_energy_kj_mol": 194.91,
  "mol_weight_g_mol": 1139.66
}